[1]
The following is a DFT calculation (ωB97M-V/def2-TZVPD) of a molecular structure, C3H4N2O in a non-equilibrium geometry.

Output
* relative energy (zero: lowest compared OMol25 entry of this formula, charge and spin): 107.24 kcal per mole
* calculated total energy: -8199.235 eV

Structure (XYZ):
```
10
C3H4N2O ωB97M-V/def2-TZVPD
O 2.116 -0.421 -0.411
C 0.977 -0.164 0.249
C -0.128 -0.997 0.144
N -1.317 -0.461 -0.058
C -0.858 1.467 -0.073
N 0.342 1.556 -0.080
H 2.798 0.200 -0.132
H 0.008 -2.063 0.397
H -2.096 -1.099 0.133
H -1.848 1.900 -0.116
```

[2]
The following is a DFT calculation (ωB97M-V/def2-TZVPD) of a gas-phase ion, C7H9O6S (charge -1) in a non-equilibrium geometry.

Output
* relative energy (zero: lowest compared OMol25 entry of this formula, charge and spin): 44.31 kcal per mole
* total charge: -1
* calculated total energy: -30523.355 eV

Structure (XYZ):
```
23
C7H9O6S ωB97M-V/def2-TZVPD
C -1.452 0.442 0.740
C -2.265 1.203 1.618
C -0.189 0.840 0.478
C -0.451 2.393 2.108
C 1.887 -0.475 -0.073
C 1.467 1.426 -1.369
C 0.771 0.317 -0.639
O -1.811 1.738 4.449
O 0.412 1.671 1.404
O -0.086 3.039 3.090
O -3.072 -0.300 3.739
O -0.604 -0.151 3.403
O -3.378 1.727 1.458
S -1.944 0.470 3.315
H -1.991 -0.118 -0.081
H 2.620 0.105 0.385
H 2.331 -1.089 -0.831
H 1.447 -1.106 0.666
H 1.791 2.276 -0.632
H 0.863 1.843 -2.210
H 2.264 0.989 -1.973
H 0.085 -0.332 -1.322
H -0.941 1.764 4.831
```

[3]
The following is a DFT calculation (ωB97M-V/def2-TZVPD) of 3 unconnected molecules or ions with the total composition C28H48ClNO2 in a non-equilibrium geometry.

Output
* calculated total energy: -47922.749 eV
* SMILES string: CCCc1ccc([C@H](Cl)CC)c2c1C(=O)N(CC)C2=O.CCCCCC.CCCCCC

Structure (XYZ):
```
80
C28H48ClNO2 ωB97M-V/def2-TZVPD
C 0.665 0.911 0.579
C 0.045 1.801 -0.505
C -0.175 1.056 -1.850
C 0.251 1.825 -3.077
C 1.092 1.264 -4.007
C 1.479 1.905 -5.141
C 1.042 3.173 -5.422
C 1.405 3.933 -6.675
Cl 0.320 3.480 -8.037
C 2.899 3.859 -7.055
C 3.404 5.284 -7.382
C 0.202 3.754 -4.520
C -0.195 3.098 -3.359
C -1.147 4.028 -2.632
O -1.526 4.050 -1.486
N -1.538 5.031 -3.579
C -2.791 4.738 -4.327
C -3.986 5.555 -3.804
C -0.462 5.110 -4.529
O -0.194 6.117 -5.143
H 1.755 0.944 0.557
H 0.388 1.342 1.546
H 0.269 -0.105 0.582
H -0.931 2.112 -0.150
H 0.671 2.670 -0.697
H 0.432 0.144 -1.816
H -1.203 0.702 -1.955
H 1.458 0.261 -3.818
H 2.135 1.396 -5.835
H 1.189 4.973 -6.460
H 3.504 3.394 -6.280
H 3.002 3.304 -7.988
H 3.725 5.827 -6.494
H 4.179 5.263 -8.147
H 2.581 5.848 -7.825
H -3.033 3.670 -4.347
H -2.606 5.027 -5.361
H -4.856 4.903 -3.717
H -3.770 6.026 -2.849
H -4.246 6.356 -4.496
C 0.979 -6.339 2.478
C 2.163 -5.389 2.320
C 1.810 -3.929 2.598
C 0.766 -3.323 1.660
C 1.119 -3.367 0.175
C 2.376 -2.573 -0.170
H 0.184 -6.114 1.765
H 1.292 -7.370 2.306
H 0.564 -6.278 3.486
H 2.586 -5.493 1.317
H 2.949 -5.692 3.016
H 2.725 -3.331 2.561
H 1.441 -3.844 3.627
H 0.603 -2.282 1.954
H -0.193 -3.829 1.808
H 0.279 -2.953 -0.391
H 1.233 -4.401 -0.161
H 2.266 -1.529 0.126
H 2.560 -2.602 -1.245
H 3.259 -2.979 0.326
C -0.443 -1.247 4.830
C -0.312 -2.282 5.943
C -1.320 -3.424 5.831
C -2.788 -3.007 5.933
C -3.163 -2.268 7.216
C -2.964 -3.104 8.478
H -1.414 -0.748 4.852
H 0.323 -0.477 4.935
H -0.320 -1.712 3.851
H -0.400 -1.789 6.915
H 0.696 -2.707 5.907
H -1.097 -4.168 6.601
H -1.171 -3.934 4.872
H -3.409 -3.904 5.845
H -3.049 -2.379 5.076
H -4.215 -1.979 7.152
H -2.595 -1.338 7.300
H -3.552 -4.023 8.432
H -3.283 -2.545 9.359
H -1.917 -3.374 8.622
```

[4]
The following is a DFT calculation (ωB97M-V/def2-TZVPD) of a gas-phase ion, C5H14N3 (charge +1) in a non-equilibrium geometry.

Output
* relative energy (zero: lowest compared OMol25 entry of this formula, charge and spin): 149.67 kcal per mole
* total charge: +1
* calculated total energy: -9870.676 eV

Structure (XYZ):
```
22
C5H14N3 ωB97M-V/def2-TZVPD
C 0.961 -0.741 0.137
C -0.453 0.877 1.093
C 0.672 0.152 -0.990
C -0.481 0.613 -2.901
C 0.634 -0.683 2.826
N -1.465 -0.603 -1.136
N -0.355 -0.148 -1.756
N 0.725 0.044 1.469
H 0.237 -1.559 0.079
H 1.944 -1.113 0.272
H -0.387 1.891 1.671
H -1.343 0.438 1.493
H 1.388 0.861 -1.322
H -0.166 1.752 -2.813
H 0.075 0.257 -3.812
H -1.493 0.617 -3.393
H 0.404 0.111 3.535
H -0.165 -1.370 2.964
H 1.551 -1.322 2.940
H -1.613 -0.122 -0.216
H -2.332 -0.614 -1.672
H 1.662 0.660 1.530
```

[5]
The following is a DFT calculation (ωB97M-V/def2-TZVPD) of a molecular structure, C24H54CuNO11S3 in a non-equilibrium geometry.

Output
* total charge: +1
* calculated total energy: -126910.641 eV
* 2S+1: 2

Structure (XYZ):
```
94
C24H54CuNO11S3 ωB97M-V/def2-TZVPD
Cu -1.559 3.673 0.372
C -1.113 -0.612 0.818
C -1.285 0.859 0.806
O -2.243 1.496 1.290
O -0.435 1.616 0.243
H -0.455 -0.846 1.660
H -0.626 -1.020 -0.065
H -2.051 -1.119 1.045
C -2.843 -0.037 -3.135
C -3.238 -1.094 -2.075
C -4.162 -0.678 -0.947
O -3.858 -2.201 -2.703
H -2.529 -0.526 -4.055
H -2.080 0.668 -2.796
H -3.699 0.604 -3.362
H -2.264 -1.376 -1.654
H -4.216 -1.513 -0.244
H -5.166 -0.366 -1.220
H -3.691 0.089 -0.326
H -3.384 -2.492 -3.487
C -6.289 -0.850 3.644
C -5.408 0.052 2.783
C -5.632 1.556 2.928
O -4.045 -0.242 3.085
H -5.924 -1.852 3.411
H -7.358 -0.677 3.611
H -5.987 -0.761 4.694
H -5.616 -0.254 1.749
H -6.644 1.841 2.632
H -4.972 2.161 2.297
H -5.430 1.904 3.943
H -3.512 0.306 2.500
C 3.748 -1.563 -5.386
C 3.715 -2.340 -4.062
C 2.265 -2.583 -3.597
O 1.710 -1.338 -3.236
C 0.340 -1.326 -2.941
N 4.417 -3.610 -4.314
H 3.014 -0.757 -5.337
H 3.616 -2.189 -6.268
H 4.757 -1.160 -5.497
H 4.193 -1.657 -3.360
H 2.361 -3.311 -2.770
H 1.554 -3.120 -4.240
H 0.119 -0.294 -2.663
H 0.189 -2.021 -2.104
H -0.281 -1.597 -3.801
H 3.904 -4.147 -5.010
H 4.168 -4.151 -3.477
C 1.884 2.661 -4.149
C 2.438 2.048 -2.858
C 2.265 3.038 -1.688
S 0.803 4.096 -2.188
O 1.194 5.490 -2.294
O -0.340 3.751 -1.340
C 0.549 3.323 -3.827
H 1.777 1.940 -4.959
H 2.533 3.427 -4.581
H 3.490 1.822 -3.026
H 1.907 1.129 -2.616
H 3.134 3.631 -1.422
H 1.877 2.551 -0.795
H 0.167 4.058 -4.531
H -0.227 2.571 -3.661
C 2.813 -1.894 1.495
C 2.461 -1.332 0.112
C 3.735 -0.809 -0.521
S 4.440 0.209 0.798
O 3.550 1.362 0.955
O 5.880 0.333 0.815
C 4.016 -1.068 2.035
H 3.163 -2.921 1.421
H 1.946 -1.824 2.150
H 1.730 -0.515 0.100
H 1.882 -2.027 -0.504
H 3.681 -0.277 -1.468
H 4.493 -1.587 -0.659
H 3.858 -0.736 3.059
H 4.846 -1.772 2.053
C -1.032 1.148 4.704
C -0.543 1.686 6.089
C -0.019 0.426 6.821
S 1.015 -0.405 5.619
O 1.030 -1.838 5.836
O 2.242 0.341 5.467
C -0.121 0.008 4.285
H -1.040 1.947 3.966
H -2.039 0.764 4.858
H -1.328 2.004 6.775
H 0.231 2.450 6.105
H -0.817 -0.277 7.065
H 0.586 0.537 7.721
H -0.702 -0.861 3.975
H 0.516 0.249 3.428
```

[6]
The following is a DFT calculation (ωB97M-V/def2-TZVPD) of a molecular structure, C10H11F2NO in a non-equilibrium geometry.

Output
* relative energy (zero: lowest compared OMol25 entry of this formula, charge and spin): 75.56 kcal per mole
* calculated total energy: -19516.352 eV

Structure (XYZ):
```
25
C10H11F2NO ωB97M-V/def2-TZVPD
C 1.071 2.395 -0.224
C 2.316 1.838 -0.198
C 0.137 1.325 -0.123
C 0.890 0.153 -0.020
C -1.263 1.376 0.041
C -2.005 -0.451 -0.228
C -1.040 -1.437 0.343
C 0.405 -1.249 -0.110
C 3.310 -0.435 -0.071
C -4.216 0.311 -0.265
N 2.209 0.486 -0.102
O -3.269 -0.673 0.095
F -1.938 2.390 -0.522
F 0.527 -1.679 -1.444
H 0.830 3.435 -0.297
H 3.278 2.311 -0.241
H -1.058 -1.374 1.438
H -1.362 -2.445 0.066
H 1.055 -1.937 0.448
H 3.431 -0.863 0.929
H 3.148 -1.245 -0.784
H 4.224 0.091 -0.340
H -4.212 0.490 -1.343
H -3.991 1.247 0.249
H -5.187 -0.063 0.052
```